Record 1
DFT (the ωB97M-V functional and the def2-TZVPD basis) results for a single C17H13ClN2O3S2 molecule.

Properties
**Molar mass**: 392.89 g/mol
**Calculated total energy**: -2247.44656 hartree
**Structure (SMILES)**: C[C@H](Sc1nc2cc(Cl)ccc2s1)C(=O)Nc1ccc2c(c1)OCO2

Structure (ORCA input):
```
! RIJCOSX wB97M-V def2-TZVPD def2/J DEFGRID3
* xyz 0 1
Cl -6.8710 2.1558 1.8092
S -0.9042 -1.8307 -1.2215
S -3.3112 -0.5358 -2.4876
O 1.7483 -2.7023 1.2536
O 6.3783 1.7771 -0.0391
O 4.5611 2.8588 -0.9564
N 1.4625 -0.6660 0.2570
N -2.8408 -0.5057 0.0719
C 5.1207 -0.2147 0.7424
C -4.4397 0.2816 -1.4417
C -0.8995 -3.4505 1.0209
C 2.7548 -0.1270 0.2298
C 5.2561 1.0094 0.1362
C -5.9164 1.4248 0.5693
C -6.3436 1.5252 -0.7543
C -4.7570 0.7609 0.9168
C 5.9529 2.9336 -0.7253
C 4.1570 1.6670 -0.4204
C -5.6044 0.9520 -1.7703
C 1.0484 -1.8714 0.7256
C 2.8990 1.1246 -0.3881
C -2.3717 -0.9327 -1.0430
C -4.0065 0.1808 -0.1002
C 3.8487 -0.7790 0.7838
C -0.4603 -2.0769 0.5532
H 0.7617 -0.0847 -0.1845
H -5.9271 1.0239 -2.7965
H 5.9682 -0.7213 1.1711
H -1.9766 -3.5589 0.9212
H 6.1774 3.8264 -0.1200
H 2.0592 1.6417 -0.8232
H -0.4021 -4.2240 0.4406
H -1.0036 -1.2898 1.0835
H -4.4305 0.6846 1.9404
H -0.6219 -3.5784 2.0644
H 6.4819 3.0073 -1.6892
H -7.2561 2.0532 -0.9794
H 3.7080 -1.7388 1.2499
*
```


Record 2
DFT (the ωB97M-V functional and the def2-TZVPD basis) results for a gas-phase ion, CH3N2O (charge +1).

Properties
**Energy relative to the best compared isomer or geometry (same formula, charge and spin)**: 555.9 kJ/mol
**Molar mass**: 59.05 g/mol
**Calculated total energy**: -224.13489 hartree

Structure (ORCA input):
```
! RIJCOSX wB97M-V def2-TZVPD def2/J DEFGRID3
* xyz 1 1
O -0.1341 -0.6375 -0.5860
N -0.6700 -1.4426 -1.5431
N 0.3009 0.8638 1.1459
C 0.5214 -0.0687 0.3590
H -0.5612 1.4412 1.0169
H 0.8978 1.0295 2.1038
H -0.3548 -1.1858 -2.4966
*
```


Record 3
DFT (the ωB97M-V functional and the def2-TZVPD basis) results for a molecular structure, C41H39ClN5O4SiV.

Properties
**Energy relative to the best compared isomer or geometry (same formula, charge and spin)**: 123.1 kJ/mol
**Molar mass**: 780.28 g/mol
**Calculated total energy**: -3854.06251 hartree

Structure (ORCA input):
```
! RIJCOSX wB97M-V def2-TZVPD def2/J DEFGRID3
* xyz 1 2
V 0.3063 -0.8689 -0.4580
Cl 7.1896 -3.8834 0.9781
Si -0.7898 0.7148 1.2420
O 2.2446 -3.9410 0.0137
O 0.8498 -3.3664 2.4658
O 1.6914 -0.1437 0.2319
O 2.7274 0.3116 -1.7194
N 0.3173 -2.5994 0.3194
N -2.1775 -2.0771 1.1898
N 0.0761 0.8613 -3.1483
N 0.1708 -2.0965 -2.1643
N -0.3314 0.7591 -1.7806
C 1.8636 -3.6691 -2.8181
C 5.0255 -2.3710 1.4862
C -4.0241 -2.4454 2.6691
C 5.9646 -2.7471 0.5425
C -0.1932 2.2027 -3.7724
C -4.3115 0.9870 -0.9973
C 0.0470 -2.9475 1.6878
C 1.1565 -2.9812 -1.8726
C 1.6270 4.6628 1.9864
C 0.0798 -0.4559 3.6575
C 1.5147 -3.4804 -4.1509
C 0.1455 2.9013 2.7085
C 0.8089 4.1013 2.9582
C 2.8001 -0.2253 -0.6389
C -2.3967 1.2874 0.4791
C 3.9448 -1.0248 -0.1839
C -2.4099 -0.3569 4.8905
C -1.4053 -2.7422 2.0551
C -1.0210 0.0329 2.9439
C 0.4489 -2.6553 -4.4593
C 0.9735 3.1576 -3.4980
C -2.2701 0.0774 3.5752
C 5.9383 -2.2408 -0.7513
C 1.1615 2.7912 0.5442
C -3.1305 0.5166 -0.4354
C -0.0613 -0.8978 4.9648
C 1.8166 3.9947 0.7813
C 0.2853 2.2315 1.4856
C -2.8984 2.5510 0.8225
C 1.3650 -3.2372 -0.3880
C -4.7915 2.2443 -0.6405
C -1.8635 -3.2761 3.2408
C -3.2046 -3.1188 3.5571
C -0.3248 1.9392 -5.2667
C -3.4679 -1.9411 1.5029
C -1.4953 2.7960 -3.2435
C 4.0113 -1.5086 1.1173
C -0.1983 -1.9740 -3.4487
C -4.0882 3.0214 0.2741
C 4.9240 -1.3743 -1.1134
C -1.3076 -0.8456 5.5819
H 0.6883 4.5926 3.9205
H 3.2609 -1.2304 1.8424
H -2.7847 -0.4794 -0.6956
H 5.0761 -2.7736 2.4918
H -2.3199 2.0714 -3.2720
H -1.4178 -1.1832 6.6061
H 2.4839 4.4060 0.0283
H -4.4615 4.0014 0.5556
H 1.0639 -0.4897 3.1879
H 0.5589 1.4079 -5.6441
H 0.1217 -2.5195 -5.4825
H -1.2095 1.3237 -5.4679
H 1.8287 2.9292 -4.1424
H -4.8596 0.3755 -1.7113
H -3.6007 -3.5143 4.4863
H -4.0870 -1.4021 0.7954
H 6.7018 -2.5326 -1.4618
H -1.7792 3.6344 -3.8839
H -5.0824 -2.3060 2.8716
H -2.3457 3.1839 1.5173
H -0.4889 2.4794 3.4853
H -1.0178 -1.3192 -3.6638
H -3.1385 0.4562 3.0383
H 4.8654 -0.9728 -2.1180
H -1.1701 -3.7985 3.8887
H -1.3413 0.7926 -1.7662
H 2.1294 5.6084 2.1728
H -3.3797 -0.3090 5.3750
H -0.4205 2.8817 -5.8186
H -1.4021 3.1838 -2.2234
H 1.4048 2.2745 -0.3774
H 2.0569 -3.9923 -4.9382
H 0.6817 4.1953 -3.6767
H 2.6474 -4.3409 -2.4936
H 1.3075 3.0805 -2.4578
H -5.7094 2.6187 -1.0810
H 0.8020 -1.2763 5.5076
H -0.0457 1.5939 -1.2772
H 1.0694 0.6983 -3.1209
*
```


Record 4
DFT (the ωB97M-V functional and the def2-TZVPD basis) results for a molecular structure, C14H46AgO20P.

Properties
**Molar mass**: 673.34 g/mol
**Calculated total energy**: -2554.22495 hartree

Structure (ORCA input):
```
! RIJCOSX wB97M-V def2-TZVPD def2/J DEFGRID3
* xyz -1 2
Ag -9.6634 9.8113 7.7230
P -10.7419 8.6345 9.9884
O -9.3386 9.3490 9.7864
O -15.0295 8.4366 15.0804
O -11.2382 4.6006 8.2318
O -14.3943 8.7707 10.8479
O -8.8400 10.4301 13.3136
O -9.4600 7.3658 7.3536
O -9.4850 11.7514 6.1040
O -11.3926 9.1495 11.2765
O -7.1637 8.1829 10.8083
O -10.4765 7.1110 9.8450
O -5.5470 9.5840 8.8529
O -12.4176 11.6265 10.9488
O -7.9665 11.7166 10.4818
O -12.9416 6.0912 10.6228
O -11.4476 9.1189 8.7047
O -9.3055 4.8301 10.6361
O -13.1505 7.9076 7.0153
O -12.6573 8.5674 13.4934
O -13.6816 10.5212 8.2696
O -10.7676 11.8315 8.6555
C -14.2767 6.4503 10.2328
C -10.1889 12.9662 6.5676
C -13.9827 10.2656 6.9237
C -10.7015 3.5362 9.0181
C -9.3476 3.8479 9.6087
C -14.0539 9.4357 15.2383
C -10.3491 13.0641 8.0744
C -8.4055 11.7128 12.9311
C -6.6421 7.5318 9.6691
C -14.9601 7.5032 11.0964
C -13.3651 9.7337 13.9279
C -14.2559 8.7238 6.6578
C -7.3750 11.7925 11.7974
C -5.3894 8.2115 9.1857
H -6.4632 6.4754 9.8836
H -14.5041 10.3364 15.6628
H -9.4178 13.3780 8.5549
H -12.7617 10.2789 8.4522
H -9.8598 6.9851 8.1610
H -13.1596 11.3959 10.3723
H -8.9024 2.9337 10.0096
H -14.8256 10.8550 6.5628
H -13.0748 10.5363 6.3695
H -9.5170 10.1446 12.6872
H -5.8500 10.0739 9.6265
H -11.0097 13.9217 8.2327
H -16.0290 7.4934 10.8680
H -14.0616 10.0111 13.1349
H -11.1935 12.9539 6.1395
H -9.2124 12.4204 12.6993
H -14.6509 7.6354 14.7078
H -11.1505 5.4224 8.7333
H -10.7965 2.6241 8.4308
H -12.1553 8.7593 12.6683
H -9.4287 11.8270 5.1475
H -9.1073 6.6117 6.8726
H -14.8609 5.5250 10.2848
H -6.8226 12.7104 11.9863
H -9.6693 13.8319 6.1590
H -8.6262 11.0013 10.3712
H -12.3285 6.7156 10.1858
H -11.3773 3.4244 9.8753
H -12.5483 8.3267 7.6502
H -7.4434 7.6177 8.9264
H -11.9980 10.7638 11.1679
H -15.1381 8.3280 7.1659
H -4.9801 7.7260 8.3000
H -7.9832 12.1860 13.8235
H -7.9882 8.6493 10.5912
H -14.9071 7.2568 12.1624
H -14.2140 6.6738 9.1646
H -4.6780 8.1324 10.0164
H -13.4347 8.6763 10.8877
H -12.6327 10.5287 14.1028
H -9.7053 5.6920 10.3604
H -13.3906 9.0898 16.0418
H -8.6521 4.2378 8.8505
H -10.9018 11.9892 9.6089
H -6.7906 10.8680 11.8314
H -14.3970 8.6149 5.5783
*
```


Record 5
DFT (the ωB97M-V functional and the def2-TZVPD basis) results for a molecular structure, C10H18N3S2SbSe4SiZn.

Properties
**Energy relative to the best compared isomer or geometry (same formula, charge and spin)**: 118.5 kJ/mol
**Molar mass**: 775.48 g/mol
**Calculated total energy**: -13267.55126 hartree

Structure (ORCA input):
```
! RIJCOSX wB97M-V def2-TZVPD def2/J DEFGRID3
* xyz -2 1
Sb 0.1944 2.5212 -4.2832
Se -0.3939 1.8607 -1.7977
Se -1.3254 4.3894 -4.5857
Se 2.5567 3.2739 -4.2137
Se -0.1371 0.5522 -5.6687
Zn -0.0988 0.0313 -0.5209
S -1.1574 -1.9482 0.3811
S 2.3720 0.0409 0.3321
Si -3.8327 -2.4132 2.8318
N -1.1647 0.4735 1.3140
N 3.1119 1.3648 -1.8670
N 2.5120 2.6699 -0.0984
C -3.5003 -3.9794 1.9169
C -2.8190 -0.8807 2.4447
C -1.5310 1.5410 2.0268
C -3.1618 0.2583 3.1718
C 2.6798 1.4578 -0.6273
C -2.5275 1.4846 2.9792
C -5.6119 -1.9424 2.5642
C 2.4847 3.9149 -0.8734
C -1.7766 -0.7281 1.4788
C -3.6062 -2.7623 4.6470
H -5.8851 -1.0719 3.1832
H -2.5599 -3.0277 4.8619
H 2.5504 4.7522 -0.1754
H -3.9633 0.1982 3.9096
H -5.7771 -1.6691 1.5107
H 2.9768 2.1279 -2.5697
H -2.4823 -4.3380 2.1077
H 2.0162 2.6486 0.7614
H -1.0045 2.4622 1.8000
H 3.3235 3.9577 -1.5647
H -3.5975 -3.8370 0.8360
H -4.2473 -3.6027 4.9637
H -2.8085 2.3663 3.5387
H -3.8663 -1.8839 5.2602
H -6.2939 -2.7718 2.8191
H -4.2214 -4.7436 2.2487
H 1.5690 3.9989 -1.4555
H 3.1214 0.4385 -2.2496
*
```


Record 6
DFT (the ωB97M-V functional and the def2-TZVPD basis) results for a molecular structure, C18H20N2O5S.

Properties
**Energy relative to the best compared isomer or geometry (same formula, charge and spin)**: 1453.1 kJ/mol
**Molar mass**: 376.43 g/mol
**Calculated total energy**: -1581.29371 hartree

Structure (ORCA input):
```
! RIJCOSX wB97M-V def2-TZVPD def2/J DEFGRID3
* xyz 0 1
S -3.7420 -0.4883 -0.8724
O 3.9202 -2.0854 1.7485
O 1.9098 1.7001 -0.0660
O 4.7190 -1.2731 -0.5309
O 0.2348 -1.6028 1.0274
O -2.1508 2.6943 0.8530
N -2.2851 0.4336 1.5047
N 1.7197 -1.2639 -0.7574
C -5.4651 -1.2008 0.6237
C 5.8762 -0.3288 0.2451
C 0.8224 2.5338 0.2905
C 3.8231 -1.8938 0.4519
C -0.0162 0.3518 -0.3799
C -4.8506 -1.6230 -1.3939
C -5.8190 -1.8852 -0.2727
C -3.6603 0.7179 1.4405
C 0.6017 2.0690 -1.8607
C 0.7434 -1.1125 0.1308
C -0.1172 1.3746 0.8739
C 0.2397 2.9247 -1.0989
C 1.2027 0.8601 -1.0881
C -4.3875 -0.3169 0.6585
C 2.0903 -0.0308 -1.5874
C 2.6896 -2.3385 -0.5457
C -1.6147 1.6275 0.8623
C 5.4808 1.1620 0.1466
H 4.3324 1.4621 0.3666
H -1.8930 -0.3441 1.6753
H 2.9715 -2.8032 -1.3437
H 0.2807 0.8670 1.8589
H 3.1404 0.0080 -1.8194
H 6.7187 -0.6339 -0.2587
H -5.9734 -1.4342 1.6255
H -0.7869 -0.1042 -0.9882
H 5.9173 -0.4926 1.2827
H -6.4189 -2.6723 -0.4878
H 6.3232 1.6844 0.5898
H 0.3119 1.8524 -2.9468
H 1.7127 -0.5117 -2.3590
H -4.8195 -2.0162 -2.6645
H -0.3890 3.9939 -0.9761
H 2.0591 -3.0534 0.4007
H 1.1655 3.0782 1.2540
H 5.4223 1.2869 -0.9649
H -4.0757 0.5407 2.4852
H -4.1424 1.6002 1.3657
*
```